Entry 1:
Density functional theory data (ωB97M-V/def2-TZVPD) for C6H16ClGaIO2P as an isolated structure at a distorted geometry.

The HOMO-LUMO gap is 0.114 Eh. Its total charge is +2. As for the calculated total energy: -3412.03996 hartree. For the energy above the lowest of the compared OMol25 structures with the same formula, charge and spin, the calculation gives 0.619 eV. The calculation puts the LUMO energy at -11.00 eV. The HOMO energy is -14.105 eV.

Each line ends with the natural charge from an NBO analysis.
Geometry (Å):
C1 2.35120 -2.13676 1.11623  -0.80
I1 2.51107 -2.28658 3.17188  0.15
H1 2.99036 -2.77155 0.49575  0.25
H2 1.29494 -2.37332 0.97023  0.20
H3 2.49636 -1.10751 0.82690  0.20
Ga1 -1.82703 0.53469 0.47857  1.52
P1 -0.79555 0.59065 -1.50032  0.91
C2 0.98992 0.77938 -1.85037  -0.92
C3 -1.18648 -0.81726 -2.61663  -0.92
H4 -2.54788 2.23124 -1.40846  0.23
H5 -2.03520 1.92001 -3.07657  0.30
H6 -1.07159 2.99226 -1.99712  0.30
C4 -1.67430 2.08276 -2.06008  -0.95
H7 -1.91312 -1.50032 -2.13985  0.29
H8 -1.59787 -0.44593 -3.57369  0.30
H9 1.24353 0.65370 -2.91516  0.31
H10 1.57506 0.02754 -1.29546  0.29
H11 -0.26015 -1.39205 -2.81234  0.29
H12 1.32770 1.76960 -1.53708  0.28
C5 5.40420 -0.22110 0.33697  0.49
O1 5.85982 0.52561 -0.38064  -0.48
Cl1 -1.81410 -1.60327 0.92747  -0.42
C6 -2.08189 0.14177 3.66387  -0.27
O2 -1.63898 0.95761 2.57728  -0.79
H13 -2.47007 -0.79331 3.25001  0.23
H14 -2.90457 0.67460 4.14984  0.22
H15 -1.24966 -0.07079 4.34885  0.24
H16 -0.97572 1.63832 2.84995  0.55

Forces on the atoms, in the same order (eV/Å):
C -0.910 0.036 -1.071
I 0.420 -0.090 0.909
H -0.052 -0.047 0.587
H 0.219 -0.169 -0.474
H 0.263 0.326 0.002
Ga 0.748 -2.955 3.957
P 1.346 0.918 -3.638
C 0.624 0.270 1.242
C -0.670 -0.793 0.646
H -0.017 0.127 -0.375
H 0.061 0.264 -0.028
H 0.097 -0.165 -0.062
C -0.432 -0.024 -0.101
H 0.239 0.243 -0.413
H 0.169 0.078 0.534
H -0.745 -0.026 0.167
H -0.261 0.182 -0.113
H -0.420 0.414 0.278
H 0.021 -0.068 0.041
C 0.368 0.661 -0.651
O -0.379 -0.662 0.648
Cl -0.526 0.988 -0.476
C -0.939 -0.901 1.199
O 1.271 1.750 -2.668
H 0.231 0.252 0.159
H 0.293 -0.126 0.102
H -0.235 0.144 -0.341
H -0.785 -0.626 -0.060



Entry 2:
Density functional theory data (ωB97M-V/def2-TZVPD) for C6H16CoO6 as an isolated structure at a distorted geometry.

The HOMO-LUMO gap (spin up / spin down) is 0.231 / 0.122 Eh. Its total charge is +1. Its expectation value of S² is 6.017. As for the calculated total energy: -2071.91755 hartree. The spin multiplicity is 5. The calculation puts the LUMO energy (spin up / spin down) at -6.11 / -8.90 eV. The HOMO energy (spin up / spin down) is -12.405 / -12.215 eV.

Each line ends with the natural charge from an NBO analysis.
Geometry (Å):
Co1 -2.34418 -0.22076 -3.89116  1.34
C1 -0.79322 0.32110 -1.88946  0.94
O1 0.04087 0.43670 -0.96652  -0.81
O2 -0.69257 0.88326 -2.97038  -0.68
O3 -1.73882 -0.49850 -1.90135  -0.75
C2 -2.12805 0.49148 3.33847  -0.63
C3 -1.27387 0.46296 2.12135  -0.08
O4 -1.07865 -0.84597 1.49884  -0.52
H1 -3.15191 0.33631 2.99827  0.23
H2 -2.04322 1.52626 3.67034  0.24
H3 -1.69675 -0.16419 4.09490  0.23
H4 -0.27085 0.76148 2.42621  0.23
H5 -1.64573 1.18678 1.39615  0.20
H6 -0.65226 -0.73509 0.64591  0.50
C4 2.85683 -3.48030 -1.08162  -0.65
C5 1.75078 -2.47516 -0.95778  -0.10
O5 2.24773 -1.17106 -1.06413  -0.42
H7 3.22548 -3.49043 -2.10734  0.24
H8 2.48589 -4.50384 -1.02803  0.24
H9 3.78524 -3.25631 -0.55627  0.25
H10 1.41424 -2.55323 0.07602  0.26
H11 0.89416 -2.73981 -1.57767  0.22
H12 1.46937 -0.61088 -1.10842  0.52
C6 -0.29395 3.66334 -0.26117  -0.26
O6 0.76960 2.98801 0.39819  -0.71
H13 -0.49003 3.18463 -1.22059  0.16
H14 -1.26773 3.74342 0.22199  0.15
H15 0.07065 4.67248 -0.45300  0.19
H16 0.55091 2.08730 0.14818  0.48

Forces on the atoms, in the same order (eV/Å):
Co 1.994 0.873 2.697
C 2.189 -0.756 2.227
O -0.212 -0.316 0.705
O -0.165 2.658 -5.343
O -3.787 -2.896 -0.185
C 0.168 0.023 -0.546
C 0.844 -0.857 -0.839
O -0.842 0.707 1.432
H -0.131 -0.453 0.742
H -0.139 -0.024 0.285
H -0.695 -0.124 0.094
H 0.529 0.349 -0.225
H 0.234 -0.071 -0.432
H 0.191 0.595 -0.774
C 0.567 -0.412 -1.602
C 1.783 -0.187 0.148
O 0.066 -1.488 -0.186
H -0.132 0.382 -0.462
H 0.074 0.070 0.871
H -0.487 -0.177 0.723
H -0.744 0.086 0.989
H -0.298 0.516 -0.191
H -1.011 1.545 -0.075
C 0.584 0.873 -0.806
O -1.160 -0.236 0.093
H 0.064 0.062 -0.265
H 0.102 -0.215 0.761
H -0.247 0.057 -0.064
H 0.664 -0.587 0.226



Entry 3:
Density functional theory data (ωB97M-V/def2-TZVPD) for C6H16CuO5P2 as an isolated structure at a distorted geometry.

The HOMO-LUMO gap is 0.300 Eh. Its total charge is +1. As for the calculated total energy: -2937.34149 hartree. The calculation puts the LUMO energy at -4.54 eV. The HOMO energy is -12.702 eV.

Each line ends with the natural charge from an NBO analysis.
Geometry (Å):
C1 -1.75389 0.19725 1.62945  -0.60
C2 -1.28715 1.66948 1.68604  -0.07
O1 -1.88826 2.47448 0.72577  -0.51
C3 -1.25070 2.44377 -0.56353  -0.11
C4 0.20537 3.04675 -0.68718  -0.11
O2 1.00979 2.09558 -1.43991  -0.53
C5 1.80423 1.20688 -0.66939  -0.32
P1 0.84708 -0.37858 -0.35212  0.41
C6 1.44767 -1.82918 -1.38073  -1.08
P2 0.50421 -3.32207 -0.75928  2.28
O3 -0.63638 -3.56162 -1.69122  -1.09
O4 1.55573 -4.56807 -0.62071  -0.92
O5 -0.17847 -2.95240 0.73889  -1.02
H1 -2.09826 -0.06166 0.59406  0.07
H2 -2.56928 -0.02031 2.33404  0.24
H3 -0.93482 -0.47487 1.88526  0.22
H4 -1.60986 2.07020 2.65824  0.22
H5 -0.18727 1.70224 1.70269  0.16
H6 -1.89729 3.05864 -1.20760  0.21
H7 -1.25233 1.44183 -1.01811  0.17
H8 0.64488 3.34678 0.27574  0.19
H9 0.14368 3.95414 -1.30184  0.22
H10 2.71736 0.95370 -1.22901  0.23
H11 2.09304 1.61414 0.31216  0.21
H12 1.22531 -0.73323 0.98056  0.00
H13 1.23699 -1.66310 -2.44201  0.30
H14 2.53201 -1.99330 -1.26106  0.27
H15 1.97900 -4.46172 0.24235  0.51
H16 -0.42751 -3.77871 1.17338  0.53
Cu1 -1.97487 -1.47703 -0.31493  0.92

Forces on the atoms, in the same order (eV/Å):
C -0.182 -0.532 0.648
C -0.283 -0.481 0.770
O 0.762 0.287 -0.984
C -0.231 0.903 -0.215
C -0.793 -0.878 -0.393
O 0.567 0.503 0.876
C -0.196 -0.254 -0.342
P -1.069 -0.242 -0.007
C 0.802 -0.173 1.800
P -1.046 0.102 -1.993
O 0.748 0.230 1.043
O -1.559 1.789 0.640
O 1.478 -0.352 -1.181
H -0.251 0.900 0.338
H 0.078 0.244 -0.407
H -0.034 -0.025 0.038
H 0.146 -0.133 -0.237
H -0.120 0.149 -0.367
H 0.069 -0.234 0.357
H 0.132 0.118 0.349
H 0.002 -0.387 -0.180
H 0.168 -0.370 0.099
H -0.261 0.289 0.091
H -0.085 -0.023 -0.268
H 0.336 -0.001 -0.603
H -0.318 -0.257 0.294
H -0.367 -0.050 -0.076
H 0.546 -0.449 0.069
H -0.187 -0.133 0.213
Cu 1.149 -0.541 -0.369



Entry 4:
Density functional theory data (ωB97M-V/def2-TZVPD) for a 2-piece molecular cluster, C6H16IN2 overall at a distorted geometry.

The HOMO-LUMO gap (spin up / spin down) is 0.344 / 0.344 Eh. Its total charge is +1. As for the calculated total energy: -645.01084 hartree. For the energy above the lowest of the compared OMol25 structures with the same formula, charge and spin, the calculation gives 3.393 eV. The calculation puts the LUMO energy (spin up / spin down) at -3.51 / -3.51 eV. The HOMO energy (spin up / spin down) is -12.861 / -12.859 eV.

Each line ends with the natural charge from an NBO analysis.
Geometry (Å):
C1 0.43597 -1.24450 -2.26872  -0.59
C2 -1.94390 -1.32983 1.70724  -0.47
C3 0.03199 1.71397 -0.31819  -0.41
C4 1.84420 1.13714 0.94297  -0.46
C5 -0.40985 -1.23857 -0.95024  -0.51
C6 0.48688 -0.73882 0.18489  0.14
N1 -0.77238 -0.40747 1.83322  -0.57
N2 1.00962 0.59971 -0.11097  -0.48
I1 1.86770 -2.10361 0.93724  0.30
H1 1.11514 -0.45516 -2.28763  0.16
H2 0.84931 -2.21364 -2.26943  0.24
H3 -0.31764 -1.15652 -3.11513  0.25
H4 -1.61216 -2.36746 1.53685  0.19
H5 -2.62402 -1.27555 2.62827  0.26
H6 -2.56052 -1.12077 0.75324  0.21
H7 -0.75214 1.45010 0.38931  0.28
H8 0.67284 2.50637 -0.09607  0.23
H9 -0.27826 1.84283 -1.44139  0.24
H10 1.23053 1.55538 1.69840  0.25
H11 2.38885 0.36273 1.44419  0.24
H12 2.77837 1.69820 0.47504  0.26
H13 -1.18157 -0.61856 -1.14195  0.22
H14 -0.83414 -2.18645 -0.77231  0.25
H15 -0.01972 -0.79644 2.37369  0.34
H16 1.48743 0.50070 -0.99815  0.44

Forces on the atoms, in the same order (eV/Å):
C -3.792 -1.160 0.021
C -0.141 -0.150 -0.892
C -1.515 -1.179 -2.839
C 4.451 -0.020 -0.338
C 3.844 -0.018 -0.181
C -4.309 -0.344 2.212
N 0.923 -0.011 -3.344
N -0.026 -0.261 -0.230
I 0.183 -0.493 -0.324
H 1.300 0.991 -0.624
H 1.212 -0.827 -0.650
H 1.277 -0.058 0.807
H -0.167 0.102 0.522
H 1.125 0.116 -1.303
H 0.854 0.274 1.712
H -0.279 0.796 -0.106
H -0.094 1.931 0.433
H 0.275 -0.691 2.221
H -0.366 1.109 0.360
H 0.063 -0.668 0.172
H -2.545 -0.231 1.044
H -2.653 2.463 0.044
H -0.148 -1.192 0.450
H -0.230 -0.514 0.821
H 0.758 0.035 0.014